No. 1
47
Properties=species:S:1:pos:R:3:forces:R:3 method="wB97M-V/def2-TZVPD" relative_energy_kcal_mol=230.6 homo_energy_ev=-9.67 homo_lumo_gap_ev=9.59 charge=0 e_tot_ha=-1234.865120 smiles="C[N+](=O)[O-].C[N+](=O)[O-].c1ccncc1.c1ccncc1.c1ccncc1" lumo_ev=-0.08
C 5.768 0.756 -3.658 0.6647 -1.4054 -0.0472
N 4.856 1.871 -4.115 -0.0104 -0.5800 -0.0776
O 5.110 2.961 -3.654 -0.0264 -0.0312 -0.0655
O 3.926 1.622 -4.871 0.8364 -0.0970 0.5983
H 5.522 0.393 -2.660 -0.3137 0.7606 0.1312
H 6.829 1.003 -3.680 -0.3429 0.9026 0.1239
H 5.745 -0.164 -4.241 -0.8236 0.4405 -0.6458
C -3.226 -5.069 0.783 -0.2071 -0.9092 0.3420
N -3.967 -6.081 1.593 -0.2805 -1.7509 0.9537
O -3.891 -5.991 2.815 -0.0606 0.3708 -0.9911
O -4.561 -6.995 1.030 0.3688 1.0019 -0.0075
H -3.973 -4.288 0.640 0.6217 0.3512 -0.0391
H -2.932 -5.552 -0.149 -0.2127 0.1964 0.0744
H -2.360 -4.880 1.417 -0.2176 0.7587 -0.3357
C -4.028 4.640 4.157 -0.9690 1.3790 -0.3162
C -2.658 4.821 4.081 1.0093 1.0858 -0.4367
C -2.119 6.060 3.650 -2.2785 0.0808 -0.2442
N -2.914 7.109 3.293 0.3433 -0.8756 0.9416
C -4.241 6.972 3.458 0.5596 -1.8828 -0.4908
C -4.859 5.735 3.820 1.4916 1.1197 0.0922
H -4.512 3.732 4.486 0.2788 -0.2345 -0.0427
H -1.922 4.062 4.302 -0.2550 -0.3268 0.1870
H -1.056 6.217 3.547 0.0761 -0.0666 0.0180
H -4.822 7.826 3.142 -0.2252 0.0672 0.1829
H -5.938 5.728 3.856 -0.0273 -0.3542 0.1038
C 4.273 -3.634 -1.367 2.4307 -1.9700 -0.3810
C 3.128 -3.059 -1.034 -3.4424 2.7506 1.0996
C 2.410 -3.376 0.134 1.8836 -2.1790 0.3690
N 2.844 -4.381 0.944 0.6342 0.8161 -0.4349
C 4.048 -4.947 0.646 -1.3783 0.9816 -1.1259
C 4.765 -4.598 -0.512 -0.4528 -1.4596 1.2065
H 4.834 -3.517 -2.283 -0.2848 0.5948 -0.2068
H 2.696 -2.234 -1.581 0.0618 -0.0107 -0.5223
H 1.480 -2.907 0.421 -0.0327 0.1101 -0.1745
H 4.355 -5.769 1.276 0.1107 0.0372 0.1230
H 5.567 -5.264 -0.795 0.4478 0.3478 0.0312
C -0.678 1.854 -2.170 -0.0045 1.6747 0.7829
C -0.814 0.715 -2.886 0.1897 -0.8130 0.4597
C -1.574 -0.286 -2.293 -0.8925 0.4663 -0.0508
N -2.159 -0.186 -1.085 0.7007 0.2261 -0.2415
C -1.952 0.945 -0.365 0.0622 -0.2053 -1.2329
C -1.283 2.034 -0.916 0.5870 -0.5945 -0.5596
H -0.113 2.670 -2.598 0.0929 0.1816 0.0533
H -0.272 0.600 -3.813 -0.2993 -0.2084 -0.1840
H -1.835 -1.103 -2.949 -0.0512 -0.6680 0.4883
H -2.379 0.962 0.627 -0.0853 0.0448 0.0611
H -1.120 2.993 -0.447 -0.2772 -0.1245 0.4306

No. 2
46
Properties=species:S:1:pos:R:3:forces:R:3 method="wB97M-V/def2-TZVPD" relative_energy_kcal_mol=0.0 homo_energy_ev=-8.79 homo_lumo_gap_ev=8.77 charge=0 e_tot_ha=-1535.514053 lumo_ev=-0.02
Pd 1.255 -0.744 -0.541 -0.2202 0.3042 0.2697
N -1.627 0.907 3.796 -0.0006 -0.0655 -0.0406
C -0.966 -0.116 4.402 -0.0642 0.0132 -0.0136
O -1.212 -0.469 5.536 0.0148 -0.0169 0.0291
C 0.094 -0.800 3.589 0.0326 -0.0113 -0.0179
C 1.071 -1.530 4.255 0.0182 0.0152 -0.0092
C 2.078 -2.127 3.522 -0.0162 0.0076 0.0038
C 2.084 -1.982 2.145 -0.0052 -0.0099 -0.0017
N 1.120 -1.324 1.498 -0.0843 -0.0505 -0.1324
C 0.144 -0.749 2.208 -0.0354 -0.0068 -0.0558
H -2.310 1.401 4.344 0.0025 0.0102 0.0090
H -1.318 1.307 2.930 0.0226 0.0123 0.0036
H 1.023 -1.600 5.334 0.0062 -0.0070 0.0041
H 2.870 -2.683 4.003 0.0013 -0.0030 -0.0005
H 2.884 -2.375 1.533 -0.0044 0.0030 0.0021
H -0.613 -0.246 1.617 -0.0101 -0.0030 0.0551
N 4.306 0.028 0.111 0.0195 -0.0283 0.0176
C 3.231 -0.267 -0.199 -0.0627 -0.0301 -0.1445
C -2.482 -1.776 -2.730 -0.0010 -0.0402 0.0440
C -1.314 -2.094 -1.782 -0.1489 -0.0207 -0.4473
C -0.314 -3.005 -2.494 0.0928 -0.0599 0.0229
C -1.852 -2.813 -0.544 0.0568 0.1139 0.1654
C -0.681 -0.805 -1.306 0.7839 0.6957 0.0632
H -2.966 -2.693 -3.073 0.0014 -0.0151 0.0167
H -2.134 -1.229 -3.609 0.0193 -0.0066 0.0084
H -3.233 -1.165 -2.226 0.0023 0.0064 -0.0023
H -0.776 -3.971 -2.709 -0.0098 0.0104 -0.0142
H 0.569 -3.184 -1.872 -0.0741 0.0324 -0.0585
H 0.014 -2.583 -3.447 0.0359 0.0507 0.0401
H -2.391 -3.720 -0.826 0.0167 0.0036 -0.0401
H -2.540 -2.171 0.013 -0.0199 -0.0137 -0.0115
H -1.035 -3.090 0.126 0.0011 -0.0168 -0.0060
H -1.387 -0.119 -0.838 0.0058 -0.1168 0.1709
C 1.878 4.907 -2.757 -0.0101 0.0099 -0.0074
C 0.962 3.961 -2.052 0.0097 -0.0180 -0.0019
C 0.137 4.350 -1.002 -0.0185 0.0078 0.0304
C -0.642 3.375 -0.410 0.0402 0.0783 -0.0021
N -0.607 2.100 -0.788 -0.0345 0.0234 -0.0260
C 0.207 1.845 -1.798 -0.1150 -0.1020 0.0157
S 0.350 0.165 -2.424 -0.2798 -0.7322 0.0287
N 0.971 2.690 -2.464 0.0175 -0.0173 0.0343
H 1.631 5.944 -2.537 0.0008 0.0011 0.0001
H 1.833 4.735 -3.831 -0.0002 0.0036 -0.0028
H 2.904 4.717 -2.438 -0.0009 -0.0115 0.0008
H 0.103 5.375 -0.663 0.0029 0.0046 -0.0043
H -1.320 3.621 0.400 0.0111 -0.0043 0.0046

No. 3
49
Properties=species:S:1:pos:R:3:forces:R:3 method="wB97M-V/def2-TZVPD" relative_energy_kcal_mol=63.3 homo_energy_ev=-8.55 homo_lumo_gap_ev=8.70 charge=0 e_tot_ha=-1667.601688 smiles="NS(=O)(=O)c1ccc(Nc2cc(N[C@H]3CC[C@H](O)CC3)nc3ncnn23)cc1" lumo_ev=0.15
N 2.869 4.392 1.260 -0.1457 0.0808 -0.9332
S 3.515 3.678 2.567 1.1526 1.4135 1.2462
O 3.100 4.507 3.705 0.1894 -1.7910 -1.0747
O 4.950 3.604 2.270 -1.8071 -1.1922 0.6024
C 2.591 2.112 2.541 1.1240 -0.7096 -0.0273
C 1.683 1.852 3.539 -0.3913 0.5716 0.5441
C 0.993 0.645 3.583 0.6492 -0.3693 -0.7799
C 1.214 -0.376 2.661 1.6185 1.2210 -0.3002
N 0.618 -1.645 2.786 -0.8494 -0.4023 -0.3768
C -0.332 -2.096 1.879 -0.3065 0.3606 0.3266
C -0.523 -1.637 0.604 -0.5311 -0.9079 0.2753
C -1.585 -2.206 -0.180 0.1508 0.9941 -0.6136
N -1.922 -1.750 -1.415 0.1723 0.3749 -0.0935
C -1.446 -0.565 -2.103 0.1134 -0.9191 -0.6621
C -2.539 -0.101 -3.061 -0.6222 1.0403 0.0960
C -2.065 0.728 -4.273 0.4317 -0.6551 -0.3580
C -0.707 1.369 -4.045 -0.5385 -0.5007 0.1385
O -0.808 2.295 -2.966 0.0735 0.3573 0.4098
C 0.335 0.295 -3.706 0.9046 0.1224 -0.0949
C -0.178 -0.908 -2.884 0.9071 0.9021 1.1392
N -2.359 -3.163 0.199 -0.4279 -2.4833 3.6971
C -2.154 -3.610 1.526 -0.3548 0.8055 -1.6488
N -2.809 -4.510 2.209 -0.1090 -0.6345 1.6839
C -2.228 -4.441 3.485 -1.2322 -0.4438 -1.1503
N -1.250 -3.590 3.618 0.0366 0.6004 -0.4997
N -1.235 -3.038 2.366 1.7514 1.1028 -1.0951
C 2.214 -0.127 1.678 -0.8091 0.3081 0.6554
C 2.884 1.089 1.607 -0.5973 0.4299 0.5039
H 3.630 4.476 0.601 -0.0544 0.0655 -0.4113
H 2.608 5.306 1.570 -0.4787 0.6860 -0.0001
H 1.467 2.602 4.309 0.2408 -0.2834 -0.3769
H 0.355 0.476 4.397 -1.0163 -0.1965 0.9374
H 0.378 -1.942 3.720 0.0798 0.0240 0.2339
H 0.102 -0.913 0.161 0.6266 0.7118 -0.1452
H -2.717 -2.234 -1.807 0.0859 0.0154 0.1075
H -1.280 0.208 -1.375 0.3490 0.4605 0.2805
H -3.231 0.541 -2.491 0.0342 -0.4731 -0.1029
H -3.098 -0.959 -3.430 -0.0844 -0.1054 0.0418
H -2.768 1.500 -4.542 -0.4837 0.3413 0.1487
H -2.025 0.106 -5.176 0.2212 -0.1006 0.1442
H -0.423 1.919 -4.933 0.3153 0.0262 -0.3753
H -1.411 3.020 -3.205 0.3098 -0.4886 0.0160
H 1.126 0.790 -3.117 -0.1451 -0.0588 -0.4322
H 0.793 -0.088 -4.655 -0.3341 0.4583 0.7813
H 0.610 -1.241 -2.137 -0.7592 0.2713 -0.9945
H -0.379 -1.735 -3.532 -0.2555 -0.6498 -0.3271
H -2.614 -4.984 4.351 0.2704 -0.0051 -0.5680
H 2.439 -0.928 1.008 0.2663 -0.2608 -0.4434
H 3.609 1.275 0.835 0.2592 -0.1148 -0.1248